# C12H17NO6PTl

A molecular structure, C12H17NO6PTl in a non-equilibrium geometry (wB97M-V/def2-TZVPD, the Open Molecules 2025 dataset).

The geometry in XYZ format:
```
38
Properties=species:S:1:pos:R:3:forces:R:3:nbo_charge:R:1
Tl -0.1071 -0.0382 1.0030 0.086 0.200 -0.095 0.8359
O -2.4364 4.1547 -0.2918 0.035 0.470 -0.012 -0.6405
C -1.6257 3.1274 -0.1583 -0.092 -0.614 -0.037 0.7846
O -1.9837 1.9682 -0.1280 0.095 0.147 0.093 -0.6260
C -0.1851 3.5442 -0.0616 0.156 0.086 0.046 0.0680
C 0.2047 4.8733 -0.1836 -0.094 -0.022 0.016 -0.1562
C 1.5526 5.1718 -0.0948 0.020 -0.027 -0.016 -0.1363
C 2.4570 4.1365 0.0859 0.036 -0.074 0.007 -0.1800
C 1.9759 2.8376 0.1979 -0.051 0.124 -0.040 0.0590
N 0.6770 2.5552 0.1386 0.016 -0.144 0.013 -0.4198
C 2.8594 1.6232 0.3739 -0.230 0.149 -0.113 0.8005
O 4.1606 1.7468 0.2508 0.203 -0.189 0.114 -0.6078
O 2.3852 0.5291 0.5913 -0.057 -0.092 0.087 -0.6493
H -3.3630 3.8855 -0.3640 -0.031 -0.208 0.001 0.5224
H -0.5380 5.6417 -0.3404 0.034 0.017 0.003 0.2646
H 1.8971 6.1937 -0.1714 0.004 0.000 -0.013 0.2567
H 3.5134 4.3641 0.1426 -0.005 0.027 0.026 0.2284
H 4.4756 2.6421 0.0851 -0.062 0.121 -0.061 0.5074
C -3.4691 -4.0828 0.9207 -0.353 -1.118 0.334 -0.2206
O -3.1579 -2.6711 0.4879 0.214 0.486 -0.054 -0.4022
C -3.7160 -1.9710 -0.3149 -0.023 -0.260 0.090 1.1379
O -4.1784 -1.2557 -1.0501 -0.070 0.127 -0.120 -0.2630
H -2.6193 -4.3739 1.5250 0.125 0.234 -0.082 0.2545
H -3.5679 -4.7039 0.0361 0.056 0.203 -0.131 0.2450
H -4.3790 -4.0585 1.5127 -0.016 0.258 -0.077 0.2488
C 1.2613 -4.7630 -0.2661 -0.103 0.161 -0.020 -0.9238
P 1.3108 -2.9431 0.0028 0.230 -0.087 0.107 0.7262
C 2.0320 -2.8745 1.6974 -0.098 0.008 -0.207 -0.9380
C 2.7750 -2.5039 -1.0096 -0.159 -0.006 0.048 -0.9312
H 2.2428 -5.2042 -0.0877 0.003 0.016 0.026 0.2437
H 0.9692 -4.9757 -1.2945 -0.016 -0.006 0.005 0.2437
H 0.5405 -5.2328 0.4038 0.007 -0.009 0.002 0.2261
H 2.9540 -3.4543 1.7530 0.014 0.007 0.017 0.2476
H 1.3240 -3.2730 2.4255 0.008 0.022 0.024 0.2317
H 2.2618 -1.8388 1.9555 0.055 -0.025 0.053 0.2325
H 3.6443 -3.0815 -0.6927 0.011 0.001 -0.017 0.2394
H 2.9899 -1.4425 -0.8997 0.052 -0.002 -0.009 0.2447
H 2.5722 -2.7147 -2.0595 0.002 0.018 -0.008 0.2454
```
Forces are in eV/Å.

Its total charge is +2. The LUMO energy is -6.8 eV.


# C12H17P

A single C12H17P molecule in a non-equilibrium geometry (wB97M-V/def2-TZVPD, the Open Molecules 2025 dataset).

The geometry in XYZ format:
```
30
Properties=species:S:1:pos:R:3:forces:R:3:nbo_charge:R:1
C 4.0689 -0.2801 -0.7716 1.033 -0.200 -1.412 -0.2206
C 3.3991 -1.3841 -0.2967 -0.945 -0.566 0.593 -0.2152
C 3.6258 1.0337 -0.5700 -0.349 -0.713 1.092 -0.2182
C 2.2798 -1.1612 0.5601 0.584 -1.792 -0.402 -0.2203
C 2.3974 1.2102 0.0092 -1.151 -2.679 0.604 -0.2080
C 1.6734 0.0819 0.5980 1.151 1.515 -0.700 -0.3166
C -0.9798 -1.2125 0.4350 2.360 -0.709 2.423 -0.4802
C -0.7610 1.3192 0.0365 2.176 -2.460 -1.240 -0.7152
C -1.9127 -0.7400 -0.3633 -0.061 0.424 -0.649 0.0756
C -2.1120 0.7789 -0.3558 1.464 0.326 1.046 -0.2854
C -2.6562 -1.6192 -1.2896 0.318 3.660 -3.688 -0.6321
C -3.0912 1.2312 0.6644 -1.127 -0.353 0.918 -0.5865
P -0.0242 0.1118 1.3970 0.122 0.148 -1.909 1.0371
H 4.8878 -0.4354 -1.4820 0.044 0.044 0.517 0.2123
H 3.6177 -2.4644 -0.5796 0.176 1.735 0.463 0.2210
H 4.1850 1.9418 -0.7050 0.455 -0.100 -0.905 0.2184
H 1.9426 -2.1286 1.0775 -0.186 1.874 -0.585 0.2200
H 1.9651 2.1569 -0.1393 -0.753 1.131 0.593 0.2118
H 0.7493 -0.5002 2.5197 -1.043 -0.624 -0.223 -0.1423
H 0.0038 1.2206 -0.7720 -0.877 0.102 0.134 0.2057
H -0.7975 2.3112 0.2974 -0.096 2.509 0.906 0.1999
H -0.5646 -2.2683 0.5604 -1.187 1.422 -0.377 0.2363
H -2.5282 1.3160 -1.1767 0.253 -0.620 -1.909 0.2149
H -2.8503 -2.5301 -0.8962 -0.688 -2.907 1.036 0.2185
H -2.0619 -1.7145 -2.3017 -1.048 0.046 1.891 0.2264
H -3.5847 -1.0533 -1.5721 0.492 -0.942 0.169 0.2135
H -3.1450 2.2972 0.8687 0.062 0.227 -0.621 0.2126
H -2.8863 0.8054 1.6114 0.060 -0.649 1.111 0.2015
H -4.0343 0.8510 0.3217 -1.002 0.114 0.262 0.1995
H -0.8062 0.8246 2.3147 -0.235 0.038 0.865 -0.0844
```
Forces are in eV/Å.

As for the relative energy (zero: lowest compared OMol25 entry of this formula, charge and spin): 102.2 kcal per mole. As for the structure (SMILES): CC1=C[PH2](c2ccccc2)C[C@@H]1C. The LUMO energy is 0.9 eV.


# C12H18As2AuF5O

A molecular structure, C12H18As2AuF5O in a non-equilibrium geometry (wB97M-V/def2-TZVPD, the Open Molecules 2025 dataset).

The geometry in XYZ format:
```
39
Properties=species:S:1:pos:R:3:forces:R:3:nbo_charge:R:1
Au 0.3879 0.5674 0.1548 -0.457 -2.445 0.110 0.7430
C -1.8553 3.3857 0.9955 -0.227 0.036 0.028 -0.9336
As -1.8132 1.6594 0.1340 0.522 1.148 0.217 0.9599
C -2.5336 1.9937 -1.6138 -0.096 -0.117 -0.146 -0.9243
C -2.9616 0.5496 1.1690 -0.175 0.017 -0.062 -0.4123
C -4.3137 0.8643 1.2190 -0.036 -0.102 0.114 -0.1785
C -5.1839 0.0782 1.9648 0.042 -0.007 -0.032 -0.1477
C -4.7014 -1.0251 2.6527 -0.011 0.024 -0.016 -0.1585
C -3.3497 -1.3439 2.6074 0.086 -0.028 0.021 -0.2259
C -2.4759 -0.5448 1.8746 -0.031 -0.170 -0.193 -0.2829
As -0.6055 -1.0156 1.9694 -0.485 1.324 -0.039 1.3895
C -0.0375 -0.1890 3.6086 0.473 0.036 -0.044 -0.9657
C -0.4794 -2.9083 2.2135 0.528 -0.297 -0.547 -0.9434
H -2.8700 3.7815 0.9635 0.013 0.030 0.018 0.2560
H -1.1880 4.0678 0.4716 0.007 -0.025 -0.028 0.2649
H -1.5398 3.2928 2.0324 0.011 -0.018 -0.003 0.2537
H -3.5342 2.4148 -1.5253 0.000 -0.012 0.051 0.2616
H -2.5631 1.0799 -2.2005 0.011 -0.021 0.025 0.2676
H -1.8853 2.7243 -2.0957 0.000 0.001 -0.001 0.2678
H -4.6975 1.7213 0.6786 -0.023 -0.011 -0.004 0.2346
H -6.2368 0.3232 1.9969 -0.001 -0.008 0.014 0.2565
H -5.3766 -1.6492 3.2223 0.008 0.007 0.017 0.2567
H -2.9976 -2.2114 3.1509 -0.037 -0.011 0.005 0.2299
H -0.7529 -0.5047 4.3706 -0.050 -0.019 -0.056 0.2778
H -0.0511 0.8943 3.5129 -0.062 0.002 -0.004 0.2662
H 0.9632 -0.5249 3.8719 -0.005 0.016 0.014 0.2799
H -0.8928 -3.1143 3.2021 -0.075 0.157 0.005 0.2796
H 0.5679 -3.1999 2.1965 -0.027 -0.009 0.044 0.2908
H -1.0193 -3.4315 1.4289 -0.076 0.054 0.021 0.2829
O -1.8081 -1.3998 -0.9567 0.118 -0.145 -0.066 -0.9812
H -1.2543 -1.8394 -1.6165 -0.060 -0.012 -0.001 0.5001
H -2.6830 -1.7904 -1.0855 0.005 0.058 0.022 0.5035
F 2.1627 -0.9831 -1.5401 -0.036 0.250 0.027 -0.2716
C 1.7156 -1.1257 -0.3043 -0.200 0.544 1.201 0.4161
F 0.9779 -2.2589 -0.2392 0.230 -0.126 -0.329 -0.3295
C 2.8652 -1.2062 0.7316 0.050 -0.204 -0.389 0.9013
F 3.4777 -0.0323 0.8080 0.031 -0.059 -0.037 -0.2893
F 3.7170 -2.1640 0.4318 0.018 0.125 0.040 -0.2658
F 2.3178 -1.4774 1.9376 0.020 0.021 0.005 -0.3297
```
Forces are in eV/Å.

Its total charge is +2. As for the relative energy (zero: lowest compared OMol25 entry of this formula, charge and spin): 25.5 kcal per mole. The LUMO energy (alpha / beta) is -10.1 / -10.1 eV.


# C12H18BeBr3CaCsF3KN2O16P2S2

A molecular structure, C12H18BeBr3CaCsF3KN2O16P2S2 in a non-equilibrium geometry (wB97M-V/def2-TZVPD, the Open Molecules 2025 dataset).

The geometry in XYZ format:
```
62
Properties=species:S:1:pos:R:3:forces:R:3:lowdin_charge:R:1
C -2.7163 -3.5676 -1.4659 0.711 0.133 0.318 -0.2503
C -2.0722 -2.0864 -1.5337 1.125 -0.360 0.377 -0.4035
P -2.7666 -1.0895 -0.0363 -1.298 0.677 -1.999 0.9351
C -1.9583 0.5917 -0.2251 1.329 0.926 -0.569 -0.3222
C -2.2054 -2.0767 1.4629 0.084 -1.461 0.636 -0.3935
C -3.5480 -2.6336 2.1893 -2.339 0.649 2.360 -0.2342
N -4.5477 -2.8238 2.8445 5.192 0.735 -3.501 0.1407
C -1.2560 -1.3860 2.5563 1.254 -2.766 -0.104 -0.4141
O -0.8039 -2.4940 3.4181 -0.820 1.663 -0.133 -0.0822
C 0.1533 -0.8039 1.9645 2.026 5.498 -2.276 -0.0003
N 0.9702 0.0108 1.4966 -5.701 -8.086 3.860 -0.1147
P -2.1082 -0.1802 3.7542 0.843 2.560 4.334 0.7329
O -0.9977 0.5056 4.6298 -3.012 -1.926 -3.238 -0.5400
O -3.1446 -0.9651 4.8848 1.615 1.540 -3.022 -0.2359
O -3.0500 1.0364 3.0213 2.190 -1.038 1.037 -0.3831
H -3.4370 -3.6447 -0.5697 0.798 -0.107 -1.657 0.0670
H -1.8867 -4.3568 -1.3459 -1.390 1.144 -0.288 0.1017
H -3.2770 -3.8370 -2.4496 1.718 -0.505 3.883 -0.1866
H -2.2769 -1.5227 -2.5255 0.054 -0.449 1.597 0.0132
H -0.9145 -2.1410 -1.4524 -1.894 -0.032 -0.259 0.1103
H -2.4075 1.0715 -1.1850 0.560 -1.156 1.435 0.0639
H -0.8274 0.5078 -0.4166 -1.599 0.142 0.228 0.0191
H -2.1465 1.3420 0.6155 0.088 -1.279 -0.921 0.0189
H -1.6580 -3.0376 1.1072 -0.663 1.691 0.733 0.1443
H -1.5329 -2.7680 4.0272 0.453 0.053 -0.496 0.0186
H -4.0900 -0.8359 4.5963 0.511 -0.288 -0.018 -0.0019
H -2.6504 1.9146 3.2919 -0.439 -0.940 -0.303 0.1095
K -0.5624 1.4190 6.7553 0.253 0.121 0.727 0.9499
C 4.5083 -0.6174 -0.3467 -0.068 0.073 -0.922 -0.7882
O 3.3646 -0.8499 -0.8220 0.363 -0.030 -0.664 -0.0482
O 4.4641 -0.4675 1.0018 -0.328 0.177 0.967 0.0489
O 5.6188 -0.5069 -0.9029 -0.301 0.156 0.169 0.1088
H 3.4994 -0.6167 1.0239 0.249 0.018 0.847 0.0519
O -2.5573 0.6524 -3.4923 1.163 0.406 -0.890 -0.1876
C -1.6045 1.2478 -4.1780 -0.402 1.254 4.709 -0.3177
C -1.5845 0.6441 -5.6955 1.003 -0.944 -5.312 -0.3324
O -0.6199 1.2070 -6.3708 -1.880 -0.979 1.681 0.0181
H -0.5722 1.1416 -3.8022 -0.008 -0.901 -0.357 0.1276
H -1.6800 2.3409 -4.2988 -0.768 -0.204 -0.725 0.1311
H -2.6131 0.7831 -6.0753 -0.069 0.968 0.309 0.1159
H -1.5408 -0.4547 -5.5722 0.805 -0.107 0.849 0.0881
Be -5.1713 0.3718 2.7328 -0.670 -0.067 -0.136 0.4700
O 8.7497 2.7657 0.4064 -0.269 -0.117 -0.457 -0.1422
S 7.9410 1.6136 -0.0125 -0.116 -1.536 0.833 0.2861
O 8.2590 0.4574 0.8363 0.281 0.285 -0.221 -0.2363
O 8.2310 1.2833 -1.4145 -0.008 0.574 0.173 -0.1023
O 6.5135 1.9550 0.1211 -0.193 0.399 -0.396 -0.1687
C -2.7518 -4.0230 6.8638 -0.368 -0.085 0.143 -1.5984
Br -2.7991 -5.0877 5.2431 0.124 0.279 0.317 0.6178
Br -3.0481 -5.1021 8.4469 0.145 0.262 -0.413 0.6058
Br -1.1158 -2.9862 6.9930 -0.110 -0.170 -0.046 0.5957
H -3.5755 -3.3125 6.8028 0.258 -0.185 -0.010 -0.0293
Cs 1.0552 2.5201 0.9964 0.766 2.108 -1.031 1.0284
Ca -3.9986 -3.2453 -4.0154 -0.903 1.262 -2.476 0.7615
C 4.2286 5.5633 -4.9655 0.596 0.349 -1.044 -0.6167
F 5.4382 6.1310 -4.7290 -0.660 -0.332 0.237 0.0944
F 3.4906 6.5095 -5.6026 0.079 -0.435 0.528 0.0874
F 4.4483 4.5847 -5.8791 -0.278 0.270 0.686 0.0961
S 3.4124 4.9339 -3.4157 -0.577 -0.884 1.787 0.4432
O 3.2563 6.1089 -2.5596 0.199 -0.148 -0.799 -0.3654
O 4.3334 3.9413 -2.8726 -0.241 0.711 -0.760 -0.3377
O 2.1392 4.3647 -3.8550 0.540 0.435 -0.317 -0.3682
```
Forces are in eV/Å.

The LUMO energy is -3.5 eV.


# C12H18BrN3O6PdS

A molecular structure, C12H18BrN3O6PdS (wB97M-V/def2-TZVPD, the Open Molecules 2025 dataset).

The geometry in XYZ format:
```
42
Properties=species:S:1:pos:R:3:forces:R:3:nbo_charge:R:1
Pd 0.3252 1.5095 -0.1406 -0.676 -0.378 0.067 1.0233
C -4.7088 3.5025 0.6573 0.056 -0.038 0.006 -0.2732
O -3.8588 2.8195 -0.2612 0.110 0.004 0.001 -0.4859
C -2.5541 2.6190 -0.0187 -0.322 0.176 -0.008 0.9005
O -1.9006 2.0286 -0.8455 0.297 -0.047 0.055 -0.6158
N -2.0699 3.1270 1.1575 0.030 -0.081 0.035 -0.4992
N -0.7384 2.9080 1.5038 0.025 0.059 -0.072 -0.6479
H -5.6936 3.5009 0.1988 0.047 -0.004 0.008 0.2211
H -4.3897 4.5375 0.7976 0.005 -0.009 0.031 0.1823
H -4.7645 2.9725 1.6103 0.017 0.037 0.020 0.1836
H -2.6465 3.6600 1.7850 -0.040 -0.013 -0.103 0.3922
H -0.6598 2.4642 2.4115 -0.014 0.021 -0.102 0.3831
H -0.1803 3.7530 1.4385 -0.066 0.010 0.021 0.3964
Br 1.3341 3.4835 -1.1046 -0.047 -0.069 0.120 -0.5380
C 3.4912 0.9055 -2.3109 -0.018 0.058 -0.031 -0.6464
C 2.5801 -0.2174 -1.9142 0.040 -0.173 0.048 0.0303
C 1.2069 -0.1758 -2.1579 -0.121 0.288 -0.186 -0.2309
C 0.3742 -1.2386 -1.8128 -0.008 0.077 0.052 -0.1768
C 0.9178 -2.3537 -1.2055 0.190 0.089 0.048 -0.3874
C 2.2886 -2.4193 -0.9605 -0.035 -0.025 0.006 -0.1677
C 3.1038 -1.3616 -1.3068 -0.054 0.056 -0.009 -0.2098
S -0.1067 -3.7116 -0.7350 -0.101 0.033 -0.124 2.3429
O 0.5326 -4.9105 -1.1917 -0.062 -0.043 -0.053 -0.9414
O -1.4473 -3.3581 -1.0957 0.062 -0.088 -0.026 -0.9383
N -0.0590 -3.8249 0.8896 0.053 0.067 -0.009 -0.8738
C -0.5807 -2.7886 1.7667 -0.146 -0.125 0.048 -0.2346
C 0.4602 -1.7687 2.2269 0.044 0.017 0.087 -0.5371
C 0.5247 -0.4997 1.4175 0.206 0.252 -0.033 0.7762
O -0.5261 -0.1112 0.7865 0.164 0.334 -0.193 -0.6946
O 1.5559 0.1940 1.3765 0.230 -0.306 0.183 -0.6890
H 3.0689 1.4929 -3.1245 -0.013 -0.004 0.012 0.2278
H 4.4597 0.5170 -2.6233 0.030 -0.004 0.002 0.2162
H 3.6472 1.5895 -1.4749 0.014 -0.032 0.002 0.2463
H 0.7857 0.6797 -2.6888 0.073 -0.141 0.062 0.2304
H -0.6893 -1.1873 -1.9958 -0.034 -0.033 -0.018 0.2560
H 2.7170 -3.3082 -0.5156 -0.013 -0.040 0.019 0.2263
H 4.1672 -1.4215 -1.1143 0.023 0.001 -0.007 0.2158
H 0.7357 -4.3564 1.2114 0.029 -0.030 0.035 0.4049
H -1.0225 -3.2937 2.6284 0.055 0.060 -0.014 0.2052
H -1.3961 -2.2949 1.2374 0.030 0.008 0.030 0.2513
H 1.4664 -2.1922 2.2397 -0.031 -0.031 0.006 0.2361
H 0.2496 -1.4704 3.2576 -0.029 0.067 -0.013 0.2394
```
Forces are in eV/Å.

As for the relative energy (zero: lowest compared OMol25 entry of this formula, charge and spin): 3.1 kcal per mole. The LUMO energy (alpha / beta) is -1.2 / -1.4 eV.


# C12H18CaN6

A molecular structure, C12H18CaN6 (wB97M-V/def2-TZVPD, the Open Molecules 2025 dataset).

The geometry in XYZ format:
```
37
Properties=species:S:1:pos:R:3:forces:R:3:nbo_charge:R:1
Ca 0.0731 -0.3295 0.3476 -0.667 -0.252 0.247 1.7778
C 2.3468 1.6458 -3.4993 0.513 0.107 -0.090 -0.7456
C 1.7190 0.8737 -2.4479 -0.164 -0.324 -0.111 0.4523
N 1.2318 0.2048 -1.6534 0.275 0.546 -0.288 -0.5152
H 2.8798 0.9633 -4.1625 -0.110 -0.005 -0.051 0.2898
H 3.0931 2.3168 -3.0716 -0.081 0.011 0.039 0.2757
H 1.6287 2.2285 -4.0704 -0.127 -0.077 0.047 0.2820
C 1.6396 -5.0036 -0.8279 0.001 -0.126 -0.116 -0.7417
C 1.2181 -3.6496 -0.5089 -0.184 -0.057 -0.110 0.4523
N 0.8861 -2.5825 -0.2548 0.034 -0.072 0.064 -0.5169
H 1.6716 -5.1633 -1.9051 0.137 0.242 -0.024 0.2809
H 0.9330 -5.7374 -0.4428 0.028 0.125 0.268 0.2828
H 2.6283 -5.1578 -0.3993 -0.014 -0.165 -0.032 0.2796
C 2.2920 -1.2545 4.5349 0.172 -0.326 0.352 -0.7463
C 1.4102 -1.1597 3.3910 -0.186 0.137 0.022 0.4624
N 0.6676 -1.0799 2.5204 0.427 -0.093 0.240 -0.5245
H 1.8337 -0.7735 5.3979 -0.057 0.024 -0.045 0.2855
H 3.2650 -0.8027 4.3545 -0.079 0.104 -0.204 0.2807
H 2.4540 -2.3075 4.7710 -0.049 0.028 0.006 0.2833
C -3.8067 -1.0683 -2.8583 -0.052 -0.010 -0.092 -0.7404
C -2.6359 -0.9566 -2.0042 0.088 -0.018 -0.068 0.4436
N -1.7218 -0.8791 -1.3166 -0.098 0.169 0.122 -0.5092
H -4.6958 -1.0307 -2.2308 -0.052 -0.086 -0.079 0.2771
H -3.7743 -2.0033 -3.4152 -0.029 -0.076 0.125 0.2849
H -3.8457 -0.2575 -3.5840 0.097 0.095 0.106 0.2797
C -4.2411 1.8868 1.6781 0.124 0.161 -0.104 -0.7357
C -2.9247 1.2646 1.6683 -0.116 -0.253 0.135 0.4242
N -1.8899 0.7688 1.6654 0.061 -0.067 -0.471 -0.4879
H -4.7985 1.6118 0.7843 0.101 -0.011 -0.056 0.2697
H -4.0860 2.9655 1.6843 -0.219 0.011 0.088 0.2762
H -4.8212 1.5734 2.5427 0.129 0.040 0.126 0.2860
C 1.6807 4.2837 0.4424 0.099 -0.097 0.099 -0.7365
C 1.3398 2.8994 0.7352 -0.147 0.077 0.140 0.4398
N 1.0430 1.8257 1.0089 0.135 0.141 -0.323 -0.5045
H 0.7888 4.9029 0.5168 0.014 0.014 0.082 0.2813
H 2.0917 4.3778 -0.5605 0.035 -0.061 0.000 0.2697
H 2.4263 4.6038 1.1699 -0.035 0.139 -0.044 0.2872
```
Forces are in eV/Å.

Its total charge is +2. As for the relative energy (zero: lowest compared OMol25 entry of this formula, charge and spin): 0.0 kcal per mole. The LUMO energy is -4.6 eV.


Result set for E: -40461.888, -22004.000, -153722.904, -342694.987, -113848.818, -40105.424 eV, one per record in the order listed.